[1]
DFT (ωB97M-V/def2-TZVPD) results for 2 unconnected molecules or ions with the total composition C4H10BFO2.

The geometry in ORCA input format:
```
! RIJCOSX wB97M-V def2-TZVPD def2/J DEFGRID3
* xyz 0 1
B 2.528 1.052 -0.946
C -1.762 -0.189 1.250
C -1.525 -0.857 -0.098
C -0.102 -0.769 -0.559
C 0.158 0.698 -1.127
O 3.394 0.014 -1.327
O 3.037 2.311 -0.832
F -0.153 0.867 -2.432
H -2.847 -0.238 1.552
H -1.534 0.935 1.184
H -1.186 -0.644 2.078
H -2.017 -0.448 -0.929
H -1.745 -1.886 -0.036
H 0.096 -1.430 -1.442
H 0.677 -0.945 0.179
H -0.235 1.425 -0.476
H 4.290 0.233 -1.193
H 3.843 2.370 -0.349
*
```

Properties
E_tot	-11798.3994	eV
frontier orbital gap	8.60	eV
E_HOMO	-8.46	eV
LUMO	0.0050	Eh
max |F|	0.1007	Eh/bohr
ΔE to the lowest compared entry with this formula, charge and spin	49.1	kcal/mol

Results of the Mulliken charge analysis, in e, for atoms 1 through 6: number 1, B, carries 0.4445; number 2, C, carries -0.9529; number 3, C, carries -0.5152; number 4, C, carries -0.5262; number 5, C, carries -0.2648; number 6, O, carries -0.4838

***

[2]
DFT (ωB97M-V/def2-TZVPD) results for C4H10BNO in the gas phase.

The geometry in ORCA input format:
```
! RIJCOSX wB97M-V def2-TZVPD def2/J DEFGRID3
* xyz 0 1
B 1.762 -1.561 -0.719
C 0.032 -0.168 -1.775
C -0.015 0.529 -0.438
C -1.252 1.029 1.839
C -1.117 0.358 0.457
N 1.736 -0.834 0.443
O 0.953 -1.275 -1.827
H 2.346 -2.518 -0.909
H -0.910 -0.488 -2.301
H 0.354 0.503 -2.585
H 0.607 1.476 -0.282
H -0.271 1.302 2.180
H -1.537 0.416 2.606
H -1.802 1.938 1.946
H -1.974 0.633 -0.286
H -1.164 -0.696 0.406
H 2.253 -0.642 1.247
*
```

Properties
E_tot	-8521.9020	eV
frontier orbital gap (alpha / beta)	8.58 / 8.57	eV
E_HOMO (alpha / beta)	-8.87 / -8.86	eV
LUMO (alpha / beta)	-0.0107 / -0.0107	Eh
max |F|	0.0883	Eh/bohr
ΔE to the lowest compared entry with this formula, charge and spin	76.0	kcal/mol

Results of the Mulliken charge analysis, in e, for atoms 1 through 6: number 1, B, carries 0.3868; number 2, C, carries -0.3602; number 3, C, carries -0.3600; number 4, C, carries -1.3138; number 5, C, carries 0.0093; number 6, N, carries -0.3281

***

[3]
DFT (ωB97M-V/def2-TZVPD) results for a molecular structure, C4H10Br2O.

The geometry in ORCA input format:
```
! RIJCOSX wB97M-V def2-TZVPD def2/J DEFGRID3
* xyz 0 1
Br 0.408 -2.554 -0.931
Br 0.098 -2.493 2.228
C 2.564 -2.113 0.867
C 1.093 -1.814 0.717
H 3.124 -1.695 0.014
H 2.742 -3.201 0.906
H 2.949 -1.661 1.797
H 0.872 -0.728 0.675
O -0.878 1.866 -0.163
C -2.166 1.409 0.198
C -0.840 2.211 -1.534
H -2.144 1.154 1.271
H -2.453 0.509 -0.372
H -2.933 2.186 0.037
H -1.069 1.345 -2.177
H -1.549 3.022 -1.769
H 0.181 2.559 -1.764
*
```

Properties
E_tot	-146441.9188	eV
frontier orbital gap	10.70	eV
E_HOMO	-10.01	eV
LUMO	0.0254	Eh
max |F|	0.0171	Eh/bohr
ΔE to the lowest compared entry with this formula, charge and spin	13.3	kcal/mol

Results of the Mulliken charge analysis, in e, for atoms 1 through 6: number 1, Br, carries -0.0988; number 2, Br, carries -0.0903; number 3, C, carries -1.1782; number 4, C, carries 0.0233; number 5, H, carries 0.3562; number 6, H, carries 0.3421

***

[4]
DFT (ωB97M-V/def2-TZVPD) results for a molecular structure, C4H10BrO2Sr.

The geometry in ORCA input format:
```
! RIJCOSX wB97M-V def2-TZVPD def2/J DEFGRID3
* xyz 1 1
Sr 5.297 1.514 -1.659
Br 3.938 -0.971 -0.973
C -0.942 -0.495 2.508
O -0.283 -1.157 1.466
C 0.596 -0.345 0.734
C 0.054 -0.141 -0.671
O -1.116 0.640 -0.660
C -1.697 0.706 -1.966
H -1.453 0.430 2.240
H -0.334 -0.353 3.414
H -1.709 -1.174 2.901
H 1.585 -0.806 0.632
H 0.857 0.596 1.231
H -0.137 -1.125 -1.116
H 0.802 0.356 -1.312
H -2.565 1.345 -1.836
H -1.901 -0.291 -2.347
H -0.992 1.271 -2.586
*
```

Properties
E_tot	-79276.0387	eV
frontier orbital gap	5.21	eV
E_HOMO	-11.44	eV
LUMO	-0.2290	Eh
max |F|	0.0358	Eh/bohr
ΔE to the lowest compared entry with this formula, charge and spin	0.0	kcal/mol

Results of the Mulliken charge analysis, in e, for atoms 1 through 6: number 1, Sr, carries 1.5571; number 2, Br, carries -0.6057; number 3, C, carries -0.6921; number 4, O, carries -0.3539; number 5, C, carries -0.3680; number 6, C, carries -0.3065

***

[5]
DFT (ωB97M-V/def2-TZVPD) results for 2 unconnected molecules or ions with the total composition C4H10Cl2O.

The geometry in ORCA input format:
```
! RIJCOSX wB97M-V def2-TZVPD def2/J DEFGRID3
* xyz 0 1
O 1.533 -0.838 0.718
C -0.018 -1.767 -0.938
C 1.222 -1.976 -0.088
H 1.695 -0.083 0.114
H -0.881 -1.519 -0.297
H -0.253 -2.685 -1.503
H 0.137 -0.943 -1.654
H 1.063 -2.801 0.633
H 2.086 -2.247 -0.725
Cl -2.509 1.411 1.733
Cl 0.863 2.303 -0.797
C -0.831 1.704 1.207
C -0.816 2.011 -0.272
H -0.423 2.544 1.802
H -0.231 0.803 1.443
H -1.223 1.170 -0.866
H -1.415 2.911 -0.507
*
```

Properties
E_tot	-31402.5872	eV
frontier orbital gap	11.23	eV
E_HOMO	-10.43	eV
LUMO	0.0296	Eh
max |F|	0.0183	Eh/bohr
ΔE to the lowest compared entry with this formula, charge and spin	0.4	kcal/mol

Results of the Mulliken charge analysis, in e, for atoms 1 through 6: number 1, O, carries -0.4814; number 2, C, carries -0.8404; number 3, C, carries -0.2979; number 4, H, carries 0.2482; number 5, H, carries 0.1906; number 6, H, carries 0.3732

***

[6]
DFT (ωB97M-V/def2-TZVPD) results for C4H10ClN in the gas phase.

The geometry in ORCA input format:
```
! RIJCOSX wB97M-V def2-TZVPD def2/J DEFGRID3
* xyz 0 1
C -0.245 1.086 1.039
C -0.249 0.999 -1.484
C 0.295 0.434 -0.223
C -0.055 -1.363 -0.136
N 0.545 -2.016 0.897
Cl -1.828 -1.649 -0.100
H -1.294 1.314 0.875
H 0.386 1.982 1.000
H 0.045 0.540 1.892
H -1.449 1.044 -1.425
H 0.166 0.562 -2.347
H 0.089 2.082 -1.536
H 1.384 0.334 -0.117
H 0.414 -1.670 -1.140
H 0.178 -1.730 1.857
H 1.618 -1.948 0.947
*
```

Properties
E_tot	-18321.5332	eV
frontier orbital gap	9.52	eV
E_HOMO	-8.56	eV
LUMO	0.0354	Eh
max |F|	0.1033	Eh/bohr
ΔE to the lowest compared entry with this formula, charge and spin	34.8	kcal/mol

Results of the Mulliken charge analysis, in e, for atoms 1 through 6: number 1, C, carries -1.3411; number 2, C, carries -1.2564; number 3, C, carries 0.2605; number 4, C, carries -0.2076; number 5, N, carries -0.5581; number 6, Cl, carries -0.2089

***

Question: Among the records above, which one has the lowest ΔE to the lowest compared entry with this formula, charge and spin?
Answer: C4H10BrO2Sr

***

Question: Number 6 is which compound?
Answer: C4H10ClN